Record 1
Formula: C26H27N4O6PdS3Sb
Source: OMol25
Level of theory: wB97M-V/def2-TZVPD

Output
- LUMO (alpha / beta): -5.1 / -5.1 eV
- Charge: +1
- Largest force on an atom: 3.24 eV Å⁻¹
- Energy above the lowest of the compared OMol25 structures with the same formula, charge and spin: 58.80 kcal/mol
- Highest occupied orbital energy (alpha / beta): -9.726 / -9.755 eV
- <S²>: 0.84
- 2S+1: 2

Cartesian coordinates (Å):
Sb (-4.86, -1.63, -0.54)
Pd (-2.11, -0.17, -0.60)
S (-2.61, -2.48, -0.26)
S (-4.16, 0.30, -1.77)
S (-5.54, -0.93, 1.57)
O (-0.29, -0.91, 1.20)
O (4.04, 1.91, -1.74)
O (-2.69, 0.77, 4.03)
O (1.99, 4.70, 0.22)
O (-2.91, 0.51, 1.74)
O (-0.20, -3.69, -5.96)
N (-1.71, 1.98, -0.67)
N (2.22, 3.26, -1.52)
N (0.19, -1.47, -4.32)
N (-0.50, -0.52, -2.16)
C (-0.42, 2.31, -0.76)
C (-0.07, -4.32, 4.74)
C (-0.99, -2.12, 4.45)
C (0.61, -2.99, 2.86)
C (-0.22, -1.95, 3.30)
C (2.30, 2.49, 3.59)
C (-2.22, 4.25, -0.17)
C (2.28, 2.06, 2.26)
C (1.50, 3.92, -0.58)
C (1.43, 1.04, 1.88)
C (0.69, 0.82, 4.19)
C (-1.25, -2.74, -5.80)
C (-0.67, -1.37, -5.51)
C (-0.89, 4.58, -0.23)
C (-2.60, 2.93, -0.39)
C (-2.73, 0.60, 2.88)
C (1.50, 1.88, 4.55)
C (0.64, 0.40, 2.85)
C (0.04, 3.60, -0.56)
C (-0.18, -0.72, 2.48)
C (0.56, -3.83, -4.78)
C (3.66, 3.26, -1.55)
C (-0.92, -3.30, 5.16)
C (1.23, -2.51, -4.41)
C (0.70, -4.16, 3.60)
C (-0.19, -0.98, -3.17)
H (4.02, 3.67, -0.61)
H (-0.05, -1.03, -6.34)
H (1.37, -4.94, 3.27)
H (1.42, 0.69, 0.86)
H (1.32, -4.59, -4.98)
H (-1.46, -0.64, -5.32)
H (1.76, 2.65, -2.18)
H (-2.98, 4.99, 0.06)
H (4.03, 3.88, -2.38)
H (-1.81, -2.73, -6.73)
H (-0.01, -5.24, 5.30)
H (5.00, 1.87, -1.82)
H (-0.58, -1.84, 1.01)
H (-0.08, -4.16, -3.95)
H (1.24, -2.86, 1.99)
H (-3.63, 2.61, -0.36)
H (2.93, 2.53, 1.54)
H (1.93, -2.21, -5.20)
H (-0.54, 5.59, -0.03)
H (0.26, 1.50, -0.99)
H (1.52, 2.22, 5.57)
H (-1.53, -3.43, 6.04)
H (0.07, 0.34, 4.93)
H (1.76, -2.58, -3.46)
H (-1.91, -3.04, -4.98)
H (-1.66, -1.34, 4.78)
H (2.94, 3.32, 3.87)

Now the Löwdin charges, all in e: 0.253 0.292 -0.104 -0.064 -0.095 0.054 -0.040 0.219 0.076 0.059 -0.118 -0.046 0.100 -0.087 0.116 -0.097 -0.039 -0.008 -0.006 -0.152 -0.006 -0.012 -0.029 -0.461 0.023 0.018 -0.177 -0.094 0.027 -0.134 -0.427 -0.030 -0.136 -0.105 -0.150 -0.183 -0.237 -0.036 -0.101 -0.041 -0.231 0.123 0.134 0.118 0.117 0.132 0.136 0.142 0.119 0.134 0.134 0.118 0.095 0.051 0.132 0.132 0.074 0.107 0.133 0.133 0.081 0.121 0.120 0.121 0.132 0.134 0.108 0.125


Record 2
Formula: C26H27N5O7S3Sn
Source: OMol25
Level of theory: wB97M-V/def2-TZVPD

Output
- LUMO: 3.6 eV
- Charge: -2
- Largest force on an atom: 1.27 eV Å⁻¹
- Energy above the lowest of the compared OMol25 structures with the same formula, charge and spin: 4.49 kcal/mol
- Highest occupied orbital energy: -1.573 eV

Cartesian coordinates (Å):
Sn (-0.12, 1.04, 0.70)
S (3.42, 1.35, -0.52)
S (0.49, 0.50, -2.91)
S (-2.58, -0.05, 0.39)
O (-0.46, 0.50, 2.78)
O (3.32, 2.44, -1.56)
O (-0.70, 3.27, 0.78)
O (-1.13, -0.85, 4.41)
O (-0.18, 5.43, 0.94)
O (1.85, 2.58, 1.06)
O (2.48, 4.72, 1.27)
N (-1.21, 2.53, -3.02)
N (-0.09, -3.66, -0.10)
N (0.87, -1.68, 0.07)
N (1.00, 3.02, -2.42)
N (-4.50, -8.45, -1.95)
C (-2.80, -6.61, -1.31)
C (4.63, 1.95, 0.71)
C (-3.75, -7.63, -1.67)
C (-2.83, 0.22, 3.17)
C (-4.75, 0.72, 1.82)
C (6.01, 0.97, -1.06)
C (-1.37, -0.10, 3.47)
C (0.93, 4.48, -2.49)
C (-0.02, -2.38, -0.57)
C (-5.52, 0.95, 2.94)
C (1.41, -2.53, 1.02)
C (-3.40, 0.34, 1.90)
C (1.64, 3.84, 1.13)
C (4.69, 0.24, -1.27)
C (-0.98, -4.65, -0.53)
C (-3.63, 0.42, 4.30)
C (-2.24, -4.29, -1.01)
C (0.85, -3.76, 0.92)
C (-3.14, -5.26, -1.40)
C (-1.53, -6.97, -0.85)
C (-1.93, 3.61, -2.35)
C (-4.96, 0.79, 4.21)
C (-0.63, -6.00, -0.47)
C (0.12, 4.25, 0.97)
C (0.07, 2.14, -2.74)
C (5.99, 1.31, 0.43)
H (6.82, 1.96, 0.73)
H (2.13, -2.17, 1.73)
H (4.66, -0.70, -0.72)
H (0.42, 4.93, -1.64)
H (-1.26, -8.02, -0.79)
H (-6.55, 1.26, 2.84)
H (-0.61, -2.00, -1.39)
H (4.61, 3.03, 0.55)
H (-5.19, 0.83, 0.83)
H (-2.99, 3.33, -2.31)
H (-1.60, 3.74, -1.32)
H (-5.55, 0.95, 5.10)
H (6.08, 0.38, 1.00)
H (0.43, 4.78, -3.41)
H (4.22, 1.75, 1.69)
H (4.41, 0.08, -2.31)
H (0.36, -6.28, -0.13)
H (0.97, -4.66, 1.50)
H (-1.85, 4.55, -2.89)
H (1.95, 4.85, -2.50)
H (-1.77, 1.70, -3.19)
H (-4.12, -4.98, -1.76)
H (-2.52, -3.24, -1.04)
H (5.99, 1.90, -1.64)
H (-3.16, 0.28, 5.27)
H (1.88, 2.64, -2.06)
H (6.89, 0.39, -1.35)

Now the Löwdin charges, all in e: 1.185 0.929 0.484 0.445 -0.237 -0.520 -0.223 0.007 0.008 -0.291 0.009 -0.047 -0.022 0.020 -0.027 0.132 -0.246 -0.292 -0.198 -0.158 -0.152 -0.265 -0.626 -0.056 -0.190 -0.128 -0.118 -0.633 -0.602 -0.315 -0.174 -0.052 0.022 -0.057 -0.016 -0.036 -0.079 -0.123 -0.007 -0.607 -0.906 -0.245 0.102 0.105 0.085 0.072 0.115 0.084 0.101 0.092 0.078 0.081 0.065 0.081 0.102 0.077 0.087 0.086 0.110 0.106 0.065 0.088 0.078 0.121 0.110 0.106 0.106 0.003 0.100


Record 3
Formula: C26H27N9PtS
Source: OMol25
Level of theory: wB97M-V/def2-TZVPD

Output
- LUMO (alpha / beta): -11.1 / -13.7 eV
- Charge: +4
- Largest force on an atom: 0.57 eV Å⁻¹
- Energy above the lowest of the compared OMol25 structures with the same formula, charge and spin: 9.11 kcal/mol
- Highest occupied orbital energy (alpha / beta): -18.775 / -19.382 eV
- <S²>: 6.05
- 2S+1: 5

Cartesian coordinates (Å):
Pt (-0.73, 0.54, -0.81)
S (-2.55, 0.70, -2.18)
N (5.53, 0.04, -2.03)
N (3.44, 1.14, -1.47)
N (-3.55, 3.15, -2.67)
N (-0.98, -1.74, -0.44)
N (5.02, -1.25, -1.96)
N (-0.50, -0.12, 1.71)
N (1.37, 0.91, -0.80)
N (5.97, -2.07, -1.80)
N (-1.71, 3.03, -1.25)
C (-0.72, 5.02, -0.27)
C (-2.76, -3.58, 2.21)
C (-1.67, -3.86, -1.33)
C (-2.61, 2.44, -2.01)
C (-2.14, -3.33, 0.96)
C (4.60, 1.13, -2.34)
C (2.07, 1.64, 0.15)
C (-1.46, -2.11, 0.76)
C (-1.32, -1.21, 1.88)
C (2.22, 0.62, -1.77)
C (7.90, 1.01, -1.97)
C (-3.65, 4.50, -2.58)
C (6.87, 0.01, -1.92)
C (7.16, -1.35, -1.76)
C (3.34, 1.80, -0.26)
C (-2.02, -1.45, 3.08)
C (-1.08, -2.61, -1.45)
C (-1.74, 4.37, -1.13)
C (1.90, -0.09, -3.03)
C (-2.72, -2.63, 3.25)
C (9.20, 0.55, -1.86)
C (8.45, -1.81, -1.66)
C (-2.22, -4.23, -0.12)
C (-4.76, 5.17, -3.31)
C (-2.71, 5.13, -1.79)
C (9.49, -0.80, -1.71)
H (10.52, -1.14, -1.63)
H (2.45, -1.03, -3.11)
H (10.01, 1.27, -1.90)
H (-2.73, -5.18, 0.00)
H (-4.55, 6.23, -3.43)
H (-0.27, 5.87, -0.79)
H (2.14, 0.52, -3.90)
H (-3.30, -4.51, 2.36)
H (0.06, 4.32, 0.01)
H (-0.69, -2.27, -2.40)
H (-1.71, -4.52, -2.19)
H (4.27, 1.03, -3.37)
H (-5.68, 5.06, -2.74)
H (-1.94, -0.74, 3.89)
H (0.46, -0.36, 1.46)
H (-1.20, 5.41, 0.63)
H (4.17, 2.32, 0.19)
H (-2.73, 6.21, -1.68)
H (-4.22, 2.65, -3.25)
H (-4.91, 4.72, -4.29)
H (8.68, -2.86, -1.56)
H (-3.21, -2.84, 4.18)
H (0.83, -0.30, -3.07)
H (7.69, 2.06, -2.10)
H (5.14, 2.07, -2.23)
H (1.60, 2.04, 1.04)
H (-0.51, 0.53, 2.49)

Now the Löwdin charges, all in e: 0.914 0.669 0.009 -0.002 0.152 -0.003 0.108 0.122 -0.092 0.148 0.057 0.013 0.127 0.038 -0.724 -0.112 -0.015 -0.113 -0.159 -0.166 -0.317 0.106 -0.192 -0.108 -0.194 -0.004 0.065 -0.069 -0.243 0.017 0.043 0.002 0.145 0.088 0.037 0.082 0.086 0.147 0.093 0.142 0.153 0.111 0.111 0.104 0.155 0.071 0.122 0.142 0.152 0.124 0.146 0.119 0.116 0.143 0.153 0.178 0.111 0.155 0.148 0.054 0.136 0.155 0.111 0.136


Record 4
Formula: C26H28AlBrCl3F3N
Source: OMol25
Level of theory: wB97M-V/def2-TZVPD

Output
- LUMO: 2.2 eV
- Charge: -1
- Largest force on an atom: 1.07 eV Å⁻¹
- Highest occupied orbital energy: -5.868 eV

Cartesian coordinates (Å):
Br (0.86, -3.82, 2.57)
Cl (-0.69, -2.56, -2.87)
Cl (2.53, 1.08, -0.62)
Cl (0.78, -0.27, 1.55)
Al (0.76, -3.18, 0.24)
F (6.30, -3.41, 3.90)
F (1.69, 7.56, -0.94)
F (-4.54, -0.49, -2.36)
N (0.86, -5.74, -2.57)
C (-5.39, 2.75, -1.04)
C (5.13, -0.21, 5.10)
C (-1.70, -2.47, -1.37)
C (-1.19, -3.35, -0.25)
C (-6.63, 2.95, -1.64)
C (-6.46, 0.82, -2.73)
C (-0.46, 6.78, -0.38)
C (4.26, -2.30, 3.49)
C (0.87, 6.52, -0.65)
C (1.94, -4.54, -0.69)
C (-1.89, -1.02, -0.96)
C (-7.16, 1.99, -2.48)
C (3.88, -0.15, 4.50)
C (-1.29, 5.71, -0.08)
C (1.39, -1.25, 0.20)
C (2.74, -1.33, -1.91)
C (-0.79, 4.42, -0.05)
C (3.44, -1.20, 3.70)
C (5.50, -2.33, 4.10)
C (1.39, 5.24, -0.63)
C (-4.68, 1.59, -1.28)
C (2.14, -0.63, -0.71)
C (1.08, -5.58, -1.33)
C (0.55, 4.18, -0.32)
C (5.95, -1.31, 4.90)
C (-5.23, 0.64, -2.13)
H (2.52, -5.05, 0.07)
H (3.30, -0.61, -2.50)
H (2.59, -4.16, -1.48)
H (-1.74, -3.04, 0.65)
H (-2.20, -0.44, -1.83)
H (3.93, -3.12, 2.86)
H (2.44, 5.08, -0.85)
H (1.34, -5.02, -3.10)
H (-6.85, 0.05, -3.39)
H (3.47, -2.06, -1.56)
H (0.60, -6.31, -0.67)
H (-4.97, 3.51, -0.39)
H (-7.18, 3.87, -1.44)
H (-1.47, -4.40, -0.41)
H (-2.67, -0.97, -0.21)
H (0.94, 3.17, -0.30)
H (-0.82, 7.79, -0.40)
H (-2.68, -2.83, -1.69)
H (3.24, 0.71, 4.66)
H (-3.72, 1.40, -0.83)
H (-1.44, 3.59, 0.18)
H (-8.13, 2.14, -2.94)
H (1.99, -1.78, -2.54)
H (-2.34, 5.89, 0.12)
H (-0.97, -0.57, -0.58)
H (5.47, 0.61, 5.72)
H (2.47, -1.15, 3.23)
H (6.93, -1.38, 5.36)

Now the Löwdin charges, all in e: 0.201 0.602 0.618 0.548 -0.072 0.041 0.044 0.062 0.042 -0.083 -0.101 -0.782 -0.273 -0.104 -0.018 -0.029 -0.015 -0.290 -0.229 -0.157 -0.092 -0.093 -0.091 -0.672 -0.140 -0.089 -0.086 -0.286 -0.010 -0.008 -0.795 -0.383 -0.074 -0.037 -0.279 0.044 0.054 0.039 0.054 0.051 0.094 0.118 0.014 0.116 0.072 0.095 0.100 0.097 0.057 0.083 0.044 0.112 0.082 0.099 0.109 0.098 0.101 0.035 0.098 0.035 0.096 0.023 0.109


> charge of number 4 (C26H28AlBrCl3F3N)?

-1